[1]
# C40H37CoO2PSi

A structure of composition C40H37CoO2PSi (ωB97M-V/def2-TZVPD, the OMol25 dataset).

CARTESIAN COORDINATES (ANGSTROEM)
1 Co 0.67 0.58 -0.03
2 C 1.26 2.31 3.80
3 C 1.95 2.28 2.47
4 C 1.56 3.12 1.43
5 C 2.19 3.10 0.19
6 C 1.87 4.11 -0.87
7 C 3.17 2.14 -0.03
8 C 3.58 1.28 0.99
9 C 4.67 0.28 0.72
10 C 2.98 1.37 2.24
11 H 0.51 1.52 3.87
12 H 0.76 3.27 3.97
13 H 1.97 2.15 4.61
14 H 0.76 3.85 1.61
15 H 1.61 3.63 -1.81
16 H 2.74 4.75 -1.05
17 H 1.04 4.75 -0.56
18 H 3.66 2.07 -0.99
19 H 4.40 -0.39 -0.08
20 H 4.89 -0.32 1.60
21 H 5.59 0.79 0.42
22 H 3.29 0.70 3.03
23 O 0.62 1.98 -3.65
24 C -0.10 1.72 -2.71
25 O 0.19 1.83 -1.46
26 C -1.52 1.22 -2.93
27 C -2.07 1.25 -4.20
28 C -3.35 0.78 -4.43
29 C -4.08 0.25 -3.38
30 C -3.53 0.19 -2.11
31 C -2.25 0.69 -1.87
32 P -1.53 0.55 -0.19
33 C -1.94 2.10 0.66
34 C -2.19 3.27 -0.04
35 C -2.41 4.46 0.65
36 C -2.39 4.47 2.03
37 C -2.14 3.30 2.74
38 C -1.91 2.12 2.06
39 C -2.57 -0.70 0.63
40 C -2.11 -2.01 0.64
41 C -2.86 -3.02 1.23
42 C -4.07 -2.71 1.83
43 C -4.54 -1.41 1.83
44 C -3.79 -0.41 1.23
45 H -1.46 1.65 -5.00
46 H -3.78 0.82 -5.43
47 H -5.08 -0.14 -3.54
48 H -4.10 -0.26 -1.31
49 H -2.20 3.26 -1.12
50 H -2.60 5.37 0.09
51 H -2.56 5.40 2.57
52 H -2.11 3.31 3.82
53 H -1.70 1.21 2.61
54 H -1.16 -2.26 0.18
55 H -2.49 -4.03 1.23
56 H -4.66 -3.49 2.30
57 H -5.48 -1.17 2.30
58 H -4.16 0.61 1.24
59 C 3.36 -4.18 2.72
60 C 4.02 -4.04 1.50
61 C 3.48 -3.24 0.51
62 C 2.29 -2.54 0.71
63 C 1.66 -2.67 1.95
64 C 2.18 -3.49 2.94
65 Si 1.48 -1.39 -0.56
66 C 0.93 -2.53 -1.94
67 C 1.39 -3.83 -2.13
68 C 0.97 -4.59 -3.22
69 C 0.07 -4.05 -4.12
70 C -0.41 -2.76 -3.95
71 C 0.03 -2.01 -2.88
72 H 3.78 -4.81 3.49
73 H 4.95 -4.56 1.32
74 H 4.02 -3.15 -0.43
75 H 0.75 -2.12 2.16
76 H 1.66 -3.59 3.88
77 H 0.70 -0.16 1.24
78 H 2.07 -4.28 -1.42
79 H 1.35 -5.59 -3.35
80 H -0.27 -4.64 -4.97
81 H -1.12 -2.34 -4.65
82 H -0.33 -0.99 -2.77

Summary:
⟨S²⟩: 0.79
LUMO level (spin up / spin down), hartree: -0.0183 / -0.0182
Relative energy (zero: lowest compared OMol25 entry of this formula, charge and spin), kJ/mol: 156.0
Spin multiplicity: 2

***

[2]
# C20H30AuN2OPSe2

A structure of composition C20H30AuN2OPSe2 (ωB97M-V/def2-TZVPD, the OMol25 dataset).

CARTESIAN COORDINATES (ANGSTROEM)
1 Au 0.25 -0.15 0.21
2 Se 2.70 0.01 0.38
3 P 2.24 0.91 2.30
4 Se 0.24 0.09 2.68
5 C 2.19 2.71 2.15
6 C 1.05 3.45 2.45
7 C 1.10 4.84 2.38
8 C 2.26 5.47 1.99
9 C 3.39 4.73 1.66
10 C 3.36 3.35 1.74
11 C 3.43 0.50 3.56
12 C 3.18 0.97 4.85
13 C 4.05 0.63 5.87
14 C 5.16 -0.18 5.60
15 C 5.41 -0.62 4.31
16 C 4.54 -0.29 3.28
17 H 0.15 2.95 2.78
18 H 0.22 5.41 2.64
19 H 2.31 6.56 1.98
20 H 4.30 5.23 1.35
21 H 4.25 2.77 1.51
22 H 2.32 1.59 5.06
23 H 3.87 0.98 6.88
24 H 5.82 -0.47 6.41
25 H 6.28 -1.23 4.11
26 H 4.73 -0.64 2.28
27 N -0.22 4.52 -2.55
28 C -1.35 4.04 -1.67
29 C -1.22 2.54 -1.45
30 N 0.09 2.20 -0.89
31 C 1.18 2.66 -1.75
32 C 1.12 4.17 -1.95
33 H -0.29 5.53 -2.70
34 H -0.30 4.08 -3.46
35 H -2.30 4.30 -2.15
36 H -1.28 4.58 -0.73
37 H -1.33 2.01 -2.40
38 H -2.00 2.19 -0.79
39 H 0.19 2.62 0.04
40 H 1.08 2.15 -2.72
41 H 2.14 2.38 -1.32
42 H 1.90 4.52 -2.62
43 H 1.21 4.69 -1.00
44 C -1.89 -2.55 0.48
45 C -2.28 -1.37 -0.42
46 C -3.79 -1.19 -0.42
47 C -1.78 -1.67 -1.84
48 O -1.69 -0.16 0.06
49 H -2.36 -3.47 0.12
50 H -2.22 -2.36 1.50
51 H -0.81 -2.70 0.48
52 H -4.27 -2.10 -0.77
53 H -4.08 -0.37 -1.07
54 H -4.15 -0.97 0.59
55 H -2.14 -2.63 -2.19
56 H -0.68 -1.68 -1.86
57 H -2.12 -0.90 -2.53

Summary:
Net charge: +2
LUMO level (spin up / spin down), hartree: -0.3018 / -0.3018
Relative energy (zero: lowest compared OMol25 entry of this formula, charge and spin), kJ/mol: 112.3

***

[3]
# H38O19

A cluster of 19 separate species, H38O19 in total at a distorted geometry (ωB97M-V/def2-TZVPD, the OMol25 dataset).

CARTESIAN COORDINATES (ANGSTROEM)
1 O 1.46 3.66 2.29
2 H 0.76 3.85 2.89
3 H 1.18 3.42 1.41
4 O -0.99 2.02 -3.16
5 H -1.72 1.48 -2.86
6 H -1.31 2.43 -3.97
7 O -2.70 0.73 2.83
8 H -2.11 0.02 2.64
9 H -2.09 1.47 2.87
10 O 3.49 2.89 -0.83
11 H 3.80 3.55 -0.18
12 H 2.56 3.10 -0.79
13 O 0.57 1.23 -0.97
14 H -0.23 0.74 -1.07
15 H 0.82 1.82 -1.66
16 O -0.18 -2.94 3.00
17 H -1.00 -2.99 2.50
18 H -0.41 -2.59 3.86
19 O 2.46 -3.22 2.79
20 H 1.84 -2.52 2.99
21 H 1.66 -3.79 2.95
22 O 1.84 4.07 -2.92
23 H 1.68 4.53 -2.11
24 H 1.15 3.57 -3.38
25 O 3.23 -1.48 -0.32
26 H 3.04 -2.13 -0.99
27 H 2.55 -0.88 -0.06
28 O -4.45 2.26 1.70
29 H -3.91 1.43 1.54
30 H -3.98 2.97 1.27
31 O -1.25 -0.98 -2.27
32 H -1.93 -1.61 -2.14
33 H -0.98 -1.32 -3.20
34 O 3.81 -0.13 2.38
35 H 4.35 -0.22 1.55
36 H 3.41 -0.95 2.66
37 O -3.56 -2.77 2.30
38 H -3.32 -2.77 1.37
39 H -3.71 -1.82 2.48
40 O -0.11 -0.75 1.45
41 H 0.17 0.14 1.71
42 H 0.66 -1.14 1.94
43 O -0.20 -2.20 -4.34
44 H 0.21 -1.39 -4.04
45 H -0.05 -2.78 -3.59
46 O -2.99 -2.67 -0.81
47 H -3.29 -2.34 0.04
48 H -3.58 -3.41 -0.96
49 O 1.67 -1.48 -2.54
50 H 0.77 -1.48 -2.13
51 H 2.29 -0.81 -2.14
52 O 0.49 -3.40 -0.65
53 H 0.04 -4.26 -0.59
54 H -0.24 -2.80 -0.38
55 O -0.90 4.95 -0.07
56 H -0.41 4.34 0.47
57 H -0.34 5.32 -0.75

Summary:
LUMO level, hartree: -0.0267
Relative energy (zero: lowest compared OMol25 entry of this formula, charge and spin), kJ/mol: 571.0

***

[4]
# C47H54F5N4P3SV

A structure of composition C47H54F5N4P3SV (ωB97M-V/def2-TZVPD, the OMol25 dataset).

CARTESIAN COORDINATES (ANGSTROEM)
1 V 1.84 0.53 0.30
2 C -0.88 -0.38 2.55
3 C -1.77 0.19 1.44
4 P -2.59 1.80 1.90
5 C -2.75 2.52 0.22
6 C -1.56 2.84 -0.45
7 C -1.57 3.44 -1.69
8 C -2.78 3.75 -2.30
9 C -3.97 3.46 -1.64
10 C -3.96 2.85 -0.39
11 C -4.29 1.24 2.27
12 C -4.90 1.75 3.42
13 C -6.19 1.37 3.77
14 C -6.88 0.48 2.97
15 C -6.29 -0.04 1.82
16 C -5.00 0.34 1.48
17 P 0.77 0.39 2.58
18 C 1.75 -0.54 3.79
19 C 2.92 0.04 4.27
20 C 3.74 -0.65 5.15
21 C 3.39 -1.93 5.56
22 C 2.22 -2.51 5.09
23 C 1.40 -1.83 4.21
24 C 0.62 2.05 3.29
25 C 0.24 2.23 4.62
26 C 0.10 3.51 5.12
27 C 0.34 4.62 4.31
28 C 0.73 4.44 2.99
29 C 0.87 3.16 2.48
30 H -0.70 -1.44 2.35
31 H -1.34 -0.30 3.53
32 H -2.54 -0.55 1.18
33 H -1.18 0.35 0.54
34 H -0.60 2.62 0.02
35 H -0.63 3.68 -2.18
36 H -2.80 4.24 -3.27
37 H -4.92 3.71 -2.10
38 H -4.89 2.64 0.10
39 H -4.35 2.45 4.04
40 H -6.65 1.78 4.66
41 H -7.89 0.18 3.24
42 H -6.84 -0.73 1.20
43 H -4.56 -0.05 0.57
44 H 3.19 1.05 3.96
45 H 4.64 -0.18 5.52
46 H 4.02 -2.46 6.26
47 H 1.95 -3.51 5.42
48 H 0.50 -2.30 3.86
49 H 0.06 1.38 5.25
50 H -0.20 3.66 6.15
51 H 0.22 5.62 4.71
52 H 0.91 5.30 2.36
53 H 1.15 3.03 1.44
54 N 1.10 -0.84 -0.45
55 P 0.51 -1.71 -1.65
56 N -0.35 -2.96 -1.01
57 C -0.06 -3.49 0.32
58 C 0.36 -4.95 0.26
59 C -0.70 -5.79 -0.43
60 C -1.00 -5.22 -1.82
61 C -1.36 -3.74 -1.74
62 N 1.75 -2.18 -2.61
63 C 3.17 -1.90 -2.36
64 C 3.77 -1.12 -3.53
65 C 3.23 -1.64 -4.88
66 C 2.67 -3.05 -4.73
67 C 1.49 -3.07 -3.76
68 N -0.56 -0.96 -2.64
69 C -1.92 -0.63 -2.17
70 C -2.89 -0.61 -3.34
71 C -2.42 0.39 -4.40
72 C -0.98 0.12 -4.80
73 C -0.07 0.06 -3.58
74 H -0.97 -3.40 0.93
75 H 0.71 -2.87 0.78
76 H 0.54 -5.32 1.28
77 H 1.31 -5.03 -0.28
78 H -1.62 -5.77 0.17
79 H -0.39 -6.83 -0.51
80 H -1.82 -5.76 -2.29
81 H -0.12 -5.35 -2.46
82 H -2.32 -3.63 -1.22
83 H -1.48 -3.32 -2.74
84 H 3.69 -2.85 -2.22
85 H 3.26 -1.34 -1.44
86 H 4.86 -1.23 -3.49
87 H 3.55 -0.06 -3.42
88 H 4.01 -1.62 -5.64
89 H 2.43 -0.99 -5.24
90 H 3.46 -3.72 -4.38
91 H 2.34 -3.44 -5.69
92 H 1.31 -4.09 -3.41
93 H 0.59 -2.72 -4.27
94 H -1.90 0.36 -1.70
95 H -2.22 -1.35 -1.41
96 H -3.88 -0.34 -2.98
97 H -2.95 -1.61 -3.77
98 H -2.49 1.40 -3.98
99 H -3.08 0.36 -5.27
100 H -0.62 0.89 -5.48
101 H -0.91 -0.84 -5.34
102 H -0.05 1.03 -3.08
103 H 0.95 -0.19 -3.87
104 F 6.75 4.82 1.67
105 C 5.75 4.25 1.02
106 C 5.20 3.07 1.49
107 F 5.65 2.49 2.60
108 C 4.16 2.51 0.77
109 F 3.62 1.33 1.24
110 C 3.61 3.05 -0.37
111 S 2.23 2.31 -1.18
112 C 4.19 4.23 -0.82
113 F 3.74 4.82 -1.92
114 C 5.25 4.82 -0.14
115 F 5.78 5.95 -0.59

Summary:
Net charge: +1
⟨S²⟩: 2.04
LUMO level (spin up / spin down), hartree: -0.1001 / -0.0878
Relative energy (zero: lowest compared OMol25 entry of this formula, charge and spin), kJ/mol: 14.1
Spin multiplicity: 3

***

[5]
# C11H12Br2N

The ion C11H12Br2N with charge -1 at a distorted geometry (ωB97M-V/def2-TZVPD, the OMol25 dataset).

CARTESIAN COORDINATES (ANGSTROEM)
1 C 4.43 0.03 0.47
2 C 3.53 -0.29 -0.79
3 Br 4.18 -1.45 -2.23
4 C 2.25 0.26 -0.87
5 Br 1.71 1.46 0.60
6 N 1.47 -0.07 -1.96
7 C 0.14 0.54 -1.95
8 C -0.86 -0.13 -0.91
9 C -1.03 -1.58 -0.81
10 C -1.94 -2.08 0.21
11 C -2.65 -1.15 1.09
12 C -2.51 0.30 0.99
13 C -3.26 1.33 1.88
14 C -1.58 0.80 -0.03
15 H 3.88 -0.38 1.36
16 H 4.51 1.14 0.58
17 H 5.41 -0.49 0.34
18 H 0.13 1.67 -1.84
19 H -0.32 0.34 -2.96
20 H -0.44 -2.22 -1.50
21 H -2.05 -3.18 0.31
22 H -3.32 -1.54 1.88
23 H -4.31 0.99 2.09
24 H -3.27 2.32 1.35
25 H -2.67 1.45 2.83
26 H -1.42 1.90 -0.12

Summary:
Net charge: -1
LUMO level, hartree: 0.1119

***

[6]
# C24H28N2O6

The molecule C24H28N2O6 (ωB97M-V/def2-TZVPD, the OMol25 dataset).

CARTESIAN COORDINATES (ANGSTROEM)
1 C 5.32 1.14 -3.29
2 C 5.23 -0.39 -3.23
3 C 3.95 -0.82 -2.57
4 C 3.88 -0.98 -1.19
5 C 2.70 -1.34 -0.58
6 C 1.55 -1.54 -1.34
7 C 0.26 -1.94 -0.74
8 O -0.77 -2.06 -1.36
9 O 0.38 -2.20 0.57
10 C -0.80 -2.54 1.28
11 C -1.25 -1.39 2.17
12 O -0.85 -0.25 2.06
13 N -2.13 -1.79 3.12
14 C -2.90 -0.83 3.88
15 C -4.29 -0.63 3.26
16 N -4.18 -0.14 1.90
17 C -3.97 -0.97 0.87
18 O -4.04 -2.18 0.94
19 C -3.67 -0.25 -0.45
20 O -2.36 0.32 -0.48
21 C -2.12 1.46 0.16
22 O -2.97 2.05 0.82
23 C -0.75 1.95 -0.03
24 C 0.07 1.44 -1.04
25 C 1.36 1.92 -1.18
26 C 1.85 2.91 -0.33
27 C 3.27 3.38 -0.46
28 C 4.19 2.52 0.41
29 C 1.03 3.41 0.67
30 C -0.26 2.94 0.82
31 C 1.62 -1.38 -2.72
32 C 2.80 -1.02 -3.33
33 H 5.30 1.55 -2.29
34 H 4.48 1.54 -3.85
35 H 6.24 1.44 -3.78
36 H 6.08 -0.78 -2.67
37 H 5.28 -0.79 -4.24
38 H 4.77 -0.84 -0.60
39 H 2.65 -1.45 0.49
40 H -1.60 -2.77 0.57
41 H -0.58 -3.43 1.88
42 H -2.56 -2.70 3.01
43 H -2.34 0.11 3.86
44 H -3.00 -1.17 4.91
45 H -4.82 -1.59 3.22
46 H -4.87 0.08 3.85
47 H -3.95 0.84 1.77
48 H -4.41 0.54 -0.61
49 H -3.67 -0.98 -1.26
50 H -0.31 0.68 -1.70
51 H 1.99 1.52 -1.96
52 H 3.34 4.42 -0.14
53 H 3.59 3.31 -1.50
54 H 4.11 1.48 0.12
55 H 5.22 2.84 0.31
56 H 3.90 2.60 1.46
57 H 1.40 4.17 1.33
58 H -0.91 3.32 1.59
59 H 0.72 -1.54 -3.31
60 H 2.84 -0.89 -4.40

Summary:
SMILES string: CCc1ccc(C(=O)OCC(=O)NCCNC(=O)COC(=O)c2ccc(CC)cc2)cc1
LUMO level, hartree: 0.0196
Relative energy (zero: lowest compared OMol25 entry of this formula, charge and spin), kJ/mol: 0.0

***

[7]
# CClF3S

A cluster of 2 separate species, CClF3S in total at a distorted geometry (ωB97M-V/def2-TZVPD, the OMol25 dataset).

CARTESIAN COORDINATES (ANGSTROEM)
1 C 0.98 0.10 0.10
2 F 1.71 0.73 1.06
3 F 1.24 0.74 -1.12
4 F -2.75 -0.74 -0.26
5 S -2.36 0.72 0.25
6 Cl 1.17 -1.55 -0.03

Summary:
LUMO level (spin up / spin down), hartree: -0.0441 / -0.0853
Relative energy (zero: lowest compared OMol25 entry of this formula, charge and spin), kJ/mol: 274.8

***

[8]
# C3H9N

A cluster of 2 separate species, C3H9N in total at a distorted geometry (ωB97M-V/def2-TZVPD, the OMol25 dataset).

CARTESIAN COORDINATES (ANGSTROEM)
1 C -1.60 1.35 -1.13
2 H -1.80 0.29 -1.47
3 H -1.00 1.96 -1.75
4 H -1.03 1.17 -0.19
5 H -2.62 1.80 -0.96
6 C 0.58 -0.54 1.59
7 C 1.61 -1.12 -0.43
8 N 1.73 -0.46 0.67
9 H 1.08 -0.28 2.48
10 H 0.09 -1.46 1.50
11 H -0.28 0.19 1.47
12 H 2.44 -1.00 -1.10
13 H 0.80 -1.89 -0.67

Summary:
Net charge: +1
⟨S²⟩: 0.76
LUMO level (spin up / spin down), hartree: -0.2185 / -0.3627
Relative energy (zero: lowest compared OMol25 entry of this formula, charge and spin), kJ/mol: 295.0
Spin multiplicity: 2